(1)
Formula: C15H21BrF2N4O6Sn
Source: OMol25
Level of theory: wB97M-V/def2-TZVPD

ORCA input file:
```
! wB97M-V def2-TZVPD RIJCOSX def2/J DEFGRID3
* xyz 2 1
C 3.45197 0.94036 3.85959
O 3.28904 1.69613 2.64761
C 1.92883 1.91041 2.29130
C 1.85877 1.77741 0.70002
C 0.45019 1.31888 0.15374
C 0.47606 -0.06785 -0.64546
O -0.82085 -0.08292 -1.29742
C -1.79080 -0.97629 -0.88460
C -3.15944 -0.14189 -0.74957
C -3.05390 1.02990 0.27911
C -2.76174 2.45858 -0.30412
N -3.14815 0.92892 1.54974
C -2.16980 -2.12981 -1.94488
C -2.23478 -3.53427 -1.27496
O -3.25469 -4.07570 -1.14373
Br -0.60343 -4.56125 -0.61241
C 1.47771 0.11416 -1.87697
N 1.19454 1.32390 -2.66189
O 1.49701 -1.02425 -2.75453
C 0.64052 -0.96198 -3.78560
N -0.06734 -0.90110 -4.68104
N 0.81199 -1.20103 0.23389
C 2.09764 -1.83258 0.08004
O 3.16040 -1.40361 0.24337
F 2.02962 -3.17092 -0.33892
C 0.54132 -1.11116 1.61575
O 1.34798 -1.36476 2.44334
F -0.71479 -0.80956 2.13615
H 3.80525 1.61653 4.67919
H 4.30168 0.22126 3.67203
H 2.57208 0.31374 4.14273
H 1.19173 1.25508 2.82223
H 1.63380 2.97319 2.53785
H 2.72663 1.14955 0.38696
H 2.07121 2.81585 0.31950
H 0.11434 2.12447 -0.55541
H -0.37084 1.33437 0.92970
H -1.70253 -1.51110 0.10289
H -3.31112 0.32164 -1.76442
H -4.02615 -0.82038 -0.52812
H -2.37933 3.16031 0.47324
H -2.06661 2.40052 -1.18808
H -3.75231 2.83571 -0.68688
H -3.31093 -0.07019 1.76364
H -1.46130 -2.18716 -2.81207
H -3.18656 -1.94188 -2.38523
H 2.53925 0.25766 -1.52750
H 1.44749 2.16771 -2.13036
H 1.88354 1.36774 -3.42842
Sn -1.17513 -3.94119 1.69697
*
```

Values from the calculation:
- total energy (Eh) = -4241.80869
- Kohn-Sham gap (eV) = 2.95
- energy above the lowest of the compared OMol25 structures with the same formula, charge and spin (kJ/mol) = 0.0
- M (g mol⁻¹) = 589.97

Mulliken population analysis, charges in e, atoms 1 to 8: atom 1 (C): -0.642, atom 2 (O): -0.363, atom 3 (C): -0.665, atom 4 (C): -0.937, atom 5 (C): -1.260, atom 6 (C): 0.078, atom 7 (O): -0.242, atom 8 (C): 1.719

=====

(2)
Formula: C2H4NP
Source: OMol25
Level of theory: wB97M-V/def2-TZVPD

ORCA input file:
```
! wB97M-V def2-TZVPD RIJCOSX def2/J DEFGRID3
* xyz 0 1
P 1.61895 -0.04578 -0.11360
C -0.03085 0.43856 0.44133
C -1.25616 0.42775 -0.36599
N -1.34921 -0.72768 0.07532
H 1.19347 -0.79924 -1.20149
H 1.75451 -1.17229 0.69574
H -0.11871 0.77794 1.46232
H -1.81201 1.10073 -0.99362
*
```

Values from the calculation:
- total energy (Eh) = -474.59749
- Kohn-Sham gap (eV) = 10.02
- energy above the lowest of the compared OMol25 structures with the same formula, charge and spin (kJ/mol) = 200.1
- M (g mol⁻¹) = 73.03
- SMILES = P[C@H]1C=N1

Partial atomic charges computed with the Mulliken method, in multiples of e: atom 1 (P): -0.105, atom 2 (C): -0.153, atom 3 (C): -0.076, atom 4 (N): -0.383, atom 5 (H): 0.040, atom 6 (H): 0.049, atom 7 (H): 0.333, atom 8 (H): 0.294

=====

(3)
Formula: C3H8NO2PS2
Source: OMol25
Level of theory: wB97M-V/def2-TZVPD

ORCA input file:
```
! wB97M-V def2-TZVPD RIJCOSX def2/J DEFGRID3
* xyz 0 1
O 1.05207 -0.20717 -1.66869
P 1.63690 -0.27673 -0.15560
O 1.91085 -1.82699 -0.09927
S 3.11476 0.92853 0.51521
N 0.15960 -0.08552 0.80985
C -0.98975 -0.84062 0.35484
C -1.87428 0.12884 -0.53553
S -1.33528 1.82327 -0.51873
C -0.34658 1.64902 1.03711
H 1.73264 -0.22889 -2.23264
H 2.29150 -2.15244 0.80434
H -1.57078 -1.21776 1.12351
H -0.69528 -1.63471 -0.33278
H -1.94512 -0.17054 -1.64467
H -2.84718 0.08791 -0.14763
H -0.92465 1.86411 1.92836
H 0.63056 2.15969 0.76231
*
```

Values from the calculation:
- total energy (Eh) = -1462.08903
- Kohn-Sham gap (eV) = 9.08
- energy above the lowest of the compared OMol25 structures with the same formula, charge and spin (kJ/mol) = 95.7
- M (g mol⁻¹) = 185.21
- SMILES = OP(O)(=S)N1CCSC1

Mulliken population analysis, charges in e, atoms 1 to 8: atom 1 (O): -0.423, atom 2 (P): 0.639, atom 3 (O): -0.497, atom 4 (S): -0.384, atom 5 (N): -0.364, atom 6 (C): -0.589, atom 7 (C): -0.552, atom 8 (S): -0.117

=====

(4)
Formula: C5H9NO
Source: OMol25
Level of theory: wB97M-V/def2-TZVPD

ORCA input file:
```
! wB97M-V def2-TZVPD RIJCOSX def2/J DEFGRID3
* xyz 0 1
C -2.06855 0.19569 -0.31832
C -1.05049 0.36679 0.78418
N -0.62754 -0.79731 1.58982
C 0.30067 -0.20717 0.67123
C 1.14848 -0.67565 -0.34227
C 1.93364 0.41660 -0.96543
O 2.65065 0.45933 0.24231
H -2.00193 1.01664 -1.04043
H -3.08828 0.18774 0.08418
H -1.90409 -0.74249 -0.86157
H -1.16847 1.27073 1.38047
H -1.03993 -1.65169 1.21579
H 1.45971 0.40464 0.95904
H 1.55248 -1.68554 -0.37366
H 2.55624 0.12736 -1.81842
H 1.34741 1.31431 -1.20692
*
```

Values from the calculation:
- total energy (Eh) = -325.71404
- Kohn-Sham gap (spin up / spin down) (eV) = 8.13 / 8.13
- energy above the lowest of the compared OMol25 structures with the same formula, charge and spin (kJ/mol) = 586.8
- M (g mol⁻¹) = 99.13

Mulliken population analysis, charges in e, atoms 1 to 8: atom 1 (C): -1.253, atom 2 (C): 0.193, atom 3 (N): -0.658, atom 4 (C): -0.084, atom 5 (C): -0.128, atom 6 (C): -0.304, atom 7 (O): -0.627, atom 8 (H): 0.292

=====

(5)
Formula: C25H37O9P2
Source: OMol25
Level of theory: wB97M-V/def2-TZVPD

ORCA input file:
```
! wB97M-V def2-TZVPD RIJCOSX def2/J DEFGRID3
* xyz -1 1
C 5.33138 0.21391 3.35600
C 4.37943 -0.02994 2.66173
C 3.31580 -0.20183 1.66116
C 3.81149 -0.21459 0.21057
C 5.02881 -1.07264 0.04043
O 6.29657 -0.35384 0.15976
C 6.75428 0.24521 -0.94549
C 8.09872 0.63585 -0.93404
C 8.67448 1.27416 -2.01879
C 7.92236 1.53964 -3.15951
C 6.58647 1.16517 -3.16562
C 5.99216 0.53399 -2.08349
C 2.66821 -0.79801 -0.61902
C 1.43566 0.09607 -0.61849
C 0.16951 -0.40816 -0.35851
C -0.91339 0.47458 -0.33459
C -0.72917 1.82474 -0.56061
C 0.53836 2.34036 -0.84000
C 0.75429 3.81401 -1.08749
C 1.60889 1.45706 -0.86383
H 6.21474 0.30173 3.93872
H 2.61349 0.62268 1.82978
H 2.75400 -1.12908 1.92827
H 5.01226 -1.60338 -0.91833
H 5.11396 -1.85056 0.82015
H 8.68612 0.43510 -0.04628
H 9.71978 1.55305 -1.94916
H 8.38298 2.02958 -4.00786
H 5.99680 1.39395 -4.04714
H 4.94429 0.27617 -2.10654
H 2.35978 -1.80475 -0.24610
H 2.99794 -0.94640 -1.65641
H 0.04491 -1.46685 -0.16476
H -1.92121 0.13468 -0.11803
H -1.58154 2.49749 -0.51562
H 0.22994 4.12477 -1.99280
H 0.42331 4.41734 -0.24113
H 1.82129 3.99384 -1.21989
H 2.60888 1.83126 -1.04946
C -5.12715 -2.07640 -4.71719
O -4.85148 -1.14814 -3.66398
P -4.65867 -1.66106 -2.18006
O -4.35321 -0.60321 -1.22304
O -3.55925 -2.80338 -2.25944
C -2.23740 -2.39304 -2.66604
O -5.99018 -2.47210 -1.91157
C -6.09293 -3.21120 -0.68265
H -4.38172 -1.93572 -5.49825
H -5.09137 -3.10808 -4.36923
H -6.11676 -1.86570 -5.11809
H -2.12822 -1.30886 -2.66450
H -2.03837 -2.78362 -3.66372
H -1.52322 -2.81706 -1.96554
H -5.28645 -2.96037 0.00527
H -6.06000 -4.27538 -0.91045
H -7.04380 -2.96370 -0.21772
C -4.04916 2.39313 5.41306
O -4.93190 1.29982 5.13561
P -4.74992 0.45922 3.80461
O -5.70514 -0.63934 3.68426
O -3.21762 0.02194 3.78241
C -2.75399 -0.89006 4.78331
O -4.77718 1.56525 2.68422
C -4.45595 1.16609 1.33268
H -3.60513 2.23230 6.39436
H -3.25711 2.47441 4.67006
H -4.62810 3.31460 5.42363
H -3.58334 -1.37118 5.30281
H -2.13832 -0.34645 5.49991
H -2.14873 -1.64949 4.29437
H -4.41313 0.08470 1.22967
H -3.49112 1.59176 1.06468
H -5.22420 1.55064 0.66840
*
```

Values from the calculation:
- total energy (Eh) = -2334.78223
- Kohn-Sham gap (eV) = 4.42
- M (g mol⁻¹) = 543.51

Mulliken population analysis, charges in e, atoms 1 to 8: atom 1 (C): -0.140, atom 2 (C): -0.476, atom 3 (C): -0.759, atom 4 (C): 0.711, atom 5 (C): -1.746, atom 6 (O): -0.108, atom 7 (C): 0.378, atom 8 (C): -0.613